No. 1
{
  "formula": "C16H23N4O2RuS",
  "method": "wB97M-V/def2-TZVPD",
  "symbols": ["Ru", "C", "C", "C", "C", "C", "C", "C", "S", "O", "O", "N", "C", "C", "C", "C", "C", "N", "H", "H", "H", "H", "H", "H", "H", "H", "H", "H", "H", "N", "C", "C", "C", "C", "N", "H", "H", "H", "H", "H", "H", "H", "H", "H", "H", "H", "H"],
  "coordinates": [[-0.35, -0.25, -0.07], [-3.60, 6.39, 6.48], [-3.04, 5.37, 5.60], [-2.26, 5.73, 4.45], [-1.73, 4.79, 3.63], [-1.96, 3.41, 3.92], [-2.71, 3.02, 5.06], [-3.23, 3.98, 5.87], [-0.38, 2.69, 1.87], [-1.49, 2.41, 3.16], [0.86, 3.06, 2.50], [-0.29, 1.02, 1.51], [0.45, 0.14, 2.28], [0.89, 0.23, 3.60], [1.56, -0.87, 4.12], [1.79, -2.00, 3.34], [1.35, -2.02, 2.03], [0.72, -0.96, 1.51], [-3.67, 7.37, 6.01], [-2.94, 6.51, 7.36], [-4.56, 6.08, 6.89], [-2.10, 6.78, 4.24], [-1.14, 5.08, 2.77], [-2.86, 1.97, 5.26], [-3.80, 3.69, 6.74], [0.71, 1.11, 4.19], [1.91, -0.84, 5.14], [2.30, -2.86, 3.74], [1.53, -2.86, 1.38], [-0.05, -1.85, -1.46], [0.94, -1.36, -2.48], [1.00, 0.17, -2.49], [-0.13, 0.88, -3.23], [-1.54, 0.49, -2.82], [-1.77, 0.71, -1.35], [0.32, -2.69, -1.01], [-0.90, -2.18, -1.92], [0.68, -1.74, -3.47], [1.91, -1.77, -2.22], [1.95, 0.46, -2.95], [1.11, 0.54, -1.44], [-0.04, 0.68, -4.29], [-0.01, 1.96, -3.11], [-1.75, -0.56, -3.03], [-2.27, 1.07, -3.39], [-2.73, 0.45, -1.12], [-1.73, 1.72, -1.18]],
  "total_charge": 3,
  "e_above_lowest_ev": 0.000,
  "multiplicity": 5
}


No. 2
{
  "formula": "C28H21BrF4GdIN4O2PS",
  "method": "wB97M-V/def2-TZVPD",
  "symbols": ["Gd", "N", "C", "S", "N", "N", "C", "C", "C", "C", "C", "C", "C", "O", "H", "H", "H", "H", "H", "H", "H", "F", "C", "C", "F", "C", "F", "C", "P", "C", "C", "C", "C", "C", "C", "C", "C", "C", "C", "C", "C", "C", "Br", "C", "F", "H", "H", "H", "H", "H", "H", "H", "H", "H", "H", "N", "C", "O", "C", "I", "H", "H", "H", "H"],
  "coordinates": [[-1.25, 1.20, 0.34], [-1.26, 2.89, -3.81], [-1.24, 2.74, -2.47], [0.21, 2.03, -1.85], [-2.26, 3.21, -1.85], [-2.21, 3.15, -0.51], [-2.76, 4.16, 0.19], [-2.33, 4.61, 1.53], [-2.64, 5.96, 1.95], [-2.39, 6.25, 3.29], [-1.75, 5.34, 4.14], [-1.25, 4.11, 3.67], [-1.42, 3.79, 2.36], [-1.17, 2.57, 1.94], [-0.44, 2.64, -4.35], [-2.11, 3.29, -4.15], [-3.67, 4.65, -0.20], [-3.13, 6.61, 1.22], [-2.73, 7.13, 3.79], [-1.58, 5.48, 5.19], [-0.88, 3.38, 4.43], [6.35, 0.74, 1.89], [5.20, 0.17, 1.43], [5.27, -0.76, 0.43], [6.47, -1.20, -0.04], [4.08, -1.29, -0.06], [4.16, -2.04, -1.19], [2.83, -0.85, 0.44], [1.14, -1.24, -0.15], [1.46, -1.61, -1.89], [0.99, -2.81, -2.48], [1.33, -3.09, -3.80], [2.24, -2.25, -4.52], [2.80, -1.17, -3.83], [2.40, -0.86, -2.54], [0.88, -2.96, 0.42], [-0.39, -3.24, 0.91], [-0.54, -4.46, 1.59], [0.45, -5.41, 1.59], [1.66, -5.16, 0.90], [1.87, -3.91, 0.41], [2.75, 0.03, 1.54], [1.11, 0.53, 2.41], [3.97, 0.50, 2.04], [3.92, 1.45, 3.01], [0.37, -3.52, -1.84], [0.83, -3.95, -4.24], [2.39, -2.37, -5.54], [3.61, -0.62, -4.34], [2.82, 0.01, -2.04], [-1.14, -2.40, 0.95], [-1.54, -4.67, 2.02], [0.36, -6.35, 2.15], [2.42, -5.93, 0.90], [2.88, -3.58, 0.17], [-3.97, -1.95, -1.39], [-3.78, -0.93, -0.50], [-2.91, 0.00, -0.63], [-4.64, -0.92, 0.64], [-3.09, -0.86, 2.43], [-3.51, -2.00, -2.34], [-4.65, -2.71, -1.19], [-5.40, -1.66, 0.75], [-5.16, 0.10, 0.68]],
  "total_charge": 1,
  "multiplicity": 8
}


No. 3
{
  "formula": "C61H41F15GeMnN5OP2S3",
  "method": "wB97M-V/def2-TZVPD",
  "symbols": ["Mn", "C", "C", "N", "N", "C", "O", "C", "C", "C", "C", "C", "C", "C", "C", "C", "C", "C", "N", "H", "H", "H", "H", "H", "H", "H", "H", "H", "H", "H", "H", "C", "S", "C", "C", "C", "N", "P", "C", "C", "C", "C", "C", "C", "C", "C", "C", "C", "C", "C", "P", "C", "C", "C", "C", "C", "C", "C", "C", "C", "C", "C", "C", "H", "H", "H", "H", "H", "H", "H", "H", "H", "H", "H", "H", "H", "H", "H", "H", "H", "H", "H", "H", "H", "H", "H", "H", "H", "H", "H", "H", "H", "F", "C", "C", "C", "F", "C", "F", "C", "F", "C", "F", "Ge", "S", "C", "C", "F", "C", "F", "C", "F", "C", "F", "C", "F", "C", "C", "F", "C", "F", "C", "F", "C", "F", "C", "F", "S", "C", "N"],
  "coordinates": [[0.40, -0.52, 0.10], [0.40, 1.47, 3.90], [0.59, 0.58, 2.72], [-0.10, 0.62, 1.64], [-1.17, 1.45, 1.50], [-1.63, 1.30, 0.26], [-1.16, 0.52, -0.63], [-2.79, 2.16, -0.12], [-3.46, 2.93, 0.83], [-4.52, 3.74, 0.44], [-4.91, 3.78, -0.89], [-4.24, 3.02, -1.84], [-3.19, 2.20, -1.45], [1.66, -0.44, 2.67], [2.46, -0.73, 3.77], [3.46, -1.68, 3.64], [3.64, -2.31, 2.41], [2.78, -1.98, 1.38], [1.81, -1.09, 1.49], [-0.33, 2.24, 3.65], [1.35, 1.94, 4.18], [0.05, 0.92, 4.77], [-3.13, 2.89, 1.86], [-5.03, 4.33, 1.18], [-5.73, 4.42, -1.19], [-4.54, 3.06, -2.88], [-2.64, 1.61, -2.18], [2.30, -0.22, 4.71], [4.10, -1.92, 4.48], [4.41, -3.05, 2.26], [2.88, -2.45, 0.40], [5.90, 2.38, 0.63], [6.48, 1.47, -0.81], [5.47, -0.04, -0.72], [4.09, 0.00, -1.36], [3.08, 0.81, -0.55], [1.69, 0.61, -0.94], [0.35, -2.44, -1.46], [1.76, -2.56, -2.60], [1.76, -1.71, -3.72], [2.88, -1.65, -4.54], [4.00, -2.41, -4.26], [4.01, -3.24, -3.16], [2.90, -3.31, -2.33], [-1.08, -2.61, -2.59], [-1.04, -3.49, -3.67], [-2.14, -3.61, -4.51], [-3.27, -2.84, -4.28], [-3.31, -1.95, -3.21], [-2.22, -1.84, -2.36], [0.98, 1.59, -2.11], [2.37, 2.33, -3.11], [3.17, 3.40, -2.73], [4.19, 3.85, -3.54], [4.43, 3.25, -4.77], [3.63, 2.19, -5.18], [2.60, 1.75, -4.36], [0.53, 3.14, -1.20], [0.91, 3.38, 0.12], [0.51, 4.53, 0.79], [-0.30, 5.46, 0.15], [-0.70, 5.23, -1.16], [-0.29, 4.09, -1.82], [6.59, 3.22, 0.78], [5.92, 1.76, 1.53], [4.89, 2.78, 0.50], [5.41, -0.33, 0.34], [6.08, -0.80, -1.21], [3.73, -1.03, -1.43], [4.17, 0.38, -2.37], [3.36, 1.87, -0.58], [3.21, 0.53, 0.50], [0.90, -1.10, -3.93], [2.87, -0.98, -5.39], [4.87, -2.35, -4.91], [4.88, -3.84, -2.93], [2.93, -3.96, -1.46], [-0.16, -4.08, -3.86], [-2.10, -4.30, -5.34], [-4.13, -2.92, -4.94], [-4.19, -1.35, -3.03], [-2.25, -1.14, -1.53], [2.98, 3.90, -1.78], [4.81, 4.68, -3.22], [5.24, 3.60, -5.40], [3.79, 1.72, -6.14], [1.96, 0.94, -4.68], [1.52, 2.63, 0.62], [0.82, 4.69, 1.81], [-0.63, 6.34, 0.68], [-1.35, 5.94, -1.66], [-0.63, 3.90, -2.84], [-4.66, -1.34, 2.53], [-4.02, -0.77, 3.57], [-2.83, -1.31, 4.03], [-2.25, -0.65, 5.09], [-1.06, -1.07, 5.59], [-2.81, 0.46, 5.69], [-2.19, 1.07, 6.71], [-4.00, 0.97, 5.20], [-4.54, 2.05, 5.76], [-4.61, 0.34, 4.13], [-5.76, 0.83, 3.66], [-2.03, -2.82, 3.01], [-1.56, -2.11, 1.08], [-0.69, -3.63, 4.24], [0.64, -3.82, 3.91], [1.10, -3.50, 2.70], [1.57, -4.33, 4.81], [2.84, -4.50, 4.46], [1.15, -4.69, 6.08], [2.02, -5.20, 6.95], [-0.18, -4.53, 6.44], [-0.58, -4.87, 7.66], [-1.06, -4.00, 5.52], [-2.33, -3.84, 5.92], [-3.38, -4.27, 2.95], [-3.13, -5.35, 2.10], [-1.96, -5.43, 1.46], [-4.03, -6.38, 1.90], [-3.75, -7.39, 1.09], [-5.24, -6.36, 2.58], [-6.12, -7.35, 2.42], [-5.52, -5.32, 3.45], [-6.67, -5.31, 4.13], [-4.59, -4.31, 3.63], [-4.91, -3.35, 4.50], [0.36, -4.35, -0.45], [0.73, -5.42, -1.72], [1.00, -6.19, -2.53]],
  "total_charge": -1,
  "multiplicity": 2
}


No. 4
{
  "formula": "H8O4",
  "method": "wB97M-V/def2-TZVPD",
  "symbols": ["O", "H", "H", "H", "O", "H", "O", "H", "H", "O", "H", "H"],
  "coordinates": [[-3.19, 2.10, -3.71], [-2.67, 2.00, -2.91], [-3.94, 1.50, -3.72], [1.97, 0.90, -1.68], [1.96, 1.79, -1.29], [2.90, 1.88, -1.08], [1.09, -2.04, 3.68], [0.88, -1.34, 4.31], [1.56, -2.67, 4.24], [0.09, -1.78, 1.05], [-0.65, -1.20, 1.29], [0.59, -1.79, 1.89]],
  "e_above_lowest_ev": 1.102,
  "smiles": "O.O.O.O"
}


Number 1: E -1484.9906 Eh. Number 2: E -6225.2332 Eh. Number 3: E -9301.4295 Eh. Number 4: E -305.7387 Eh.